This record from the Open Molecules 2025 dataset describes an isolated molecule of C33H36N4O4S at a distorted geometry. The level of theory is wB97M-V/def2-TZVPD.

DFT total energy = -2197.307554 a.u.
SMILES = COc1ccc(S(=O)(=O)N2CCCCCC2)cc1NC(=O)c1c2c(nc3ccccc13)CCN(Cc1ccccc1)C2
HOMO level = -8.45 eV
strongest force on any atom = 1.1 eV/Å
Kohn-Sham gap = 8.62 eV

Last column: Mulliken charge in e.
Atoms and positions in Å:
C1 -3.540 -3.088 3.674  -0.999
O1 -3.173 -1.873 3.061  -0.476
C2 -2.120 -1.867 2.203  0.863
C3 -1.343 -2.972 1.879  -0.716
C4 -0.309 -2.855 0.962  -0.636
C5 -0.019 -1.624 0.411  -1.098
S1 1.293 -1.446 -0.791  1.590
O2 1.540 -2.745 -1.355  -0.759
O3 0.967 -0.371 -1.683  -0.633
N1 2.554 -0.895 0.154  0.616
C6 3.531 -0.042 -0.494  -0.580
C7 4.274 -0.655 -1.687  -0.840
C8 4.654 -2.132 -1.538  -0.603
C9 5.078 -2.556 -0.130  -0.991
C10 3.880 -2.960 0.730  -0.539
C11 3.033 -1.774 1.194  -0.952
C12 -0.768 -0.510 0.734  0.339
C13 -1.845 -0.622 1.597  -0.326
N2 -2.683 0.464 1.859  0.079
C14 -3.260 1.276 0.917  -0.464
O4 -4.006 2.173 1.237  -0.658
C15 -2.910 0.926 -0.496  0.191
C16 -2.112 1.748 -1.256  1.008
C17 -1.750 1.315 -2.559  1.057
N3 -2.180 0.199 -3.081  -0.673
C18 -2.992 -0.601 -2.371  -0.257
C19 -3.437 -1.803 -2.959  -0.526
C20 -4.250 -2.652 -2.264  -0.696
C21 -4.668 -2.332 -0.963  -0.773
C22 -4.256 -1.173 -0.365  -0.851
C23 -3.399 -0.286 -1.046  1.662
C24 -0.771 2.109 -3.370  -0.757
C25 -0.584 3.528 -2.819  -1.049
N4 -0.423 3.571 -1.380  0.036
C26 0.791 2.917 -0.907  0.156
C27 1.024 3.223 0.550  -0.570
C28 0.844 4.519 1.019  -0.592
C29 1.047 4.819 2.354  -0.672
C30 1.437 3.826 3.237  -0.556
C31 1.622 2.534 2.777  -1.205
C32 1.415 2.232 1.441  0.731
C33 -1.619 3.073 -0.731  -1.836
H1 -4.403 -2.852 4.295  0.289
H2 -2.736 -3.478 4.305  0.358
H3 -3.821 -3.839 2.931  0.367
H4 -1.553 -3.936 2.312  0.462
H5 0.267 -3.715 0.662  0.595
H6 4.236 0.272 0.279  0.835
H7 2.996 0.845 -0.843  -0.383
H8 5.173 -0.053 -1.848  0.568
H9 3.643 -0.559 -2.572  0.192
H10 5.466 -2.338 -2.239  0.475
H11 3.803 -2.745 -1.836  0.206
H12 5.645 -1.759 0.358  0.334
H13 5.738 -3.423 -0.213  0.419
H14 4.227 -3.489 1.621  0.504
H15 3.250 -3.637 0.152  0.240
H16 2.149 -2.143 1.723  0.402
H17 3.611 -1.159 1.893  0.456
H18 -0.519 0.435 0.286  0.531
H19 -3.077 0.520 2.791  0.263
H20 -3.112 -2.020 -3.964  0.497
H21 -4.588 -3.575 -2.714  0.418
H22 -5.327 -3.007 -0.437  0.441
H23 -4.602 -0.919 0.627  0.557
H24 0.173 1.558 -3.336  -0.059
H25 -1.096 2.133 -4.411  0.613
H26 -1.463 4.135 -3.060  0.434
H27 0.288 3.997 -3.281  0.453
H28 0.783 1.828 -1.067  -0.299
H29 1.622 3.333 -1.489  0.740
H30 0.531 5.284 0.325  0.408
H31 0.901 5.829 2.707  0.407
H32 1.594 4.058 4.280  0.396
H33 1.925 1.753 3.460  0.446
H34 1.564 1.220 1.093  0.554
H35 -2.416 3.813 -0.884  0.251
H36 -1.440 3.016 0.346  0.589